120
Properties=species:S:1:pos:R:3:forces:R:3 method="wB97M-V/def2-TZVPD" homo_energy_ev=-12.68 largest_force_ev_per_a=10.615 charge=+2 total_energy_ha=-2859.14130
In 0.32950 -0.03161 -0.01980 0.8077 3.5921 1.0595
C 0.53235 -1.94344 3.92324 0.4580 -1.0113 0.1612
C 0.28296 -3.09617 2.94102 -0.1110 0.0482 0.2098
C -0.59590 -4.17505 3.58012 0.1743 -0.0333 -0.1334
C -0.31466 -2.56424 1.66368 -0.7306 -0.1967 0.3522
C -1.58026 -1.98158 1.64478 0.2850 -1.6764 -0.8853
C -2.12390 -1.43894 0.49574 -0.3431 0.1631 -0.3566
C -3.61466 -1.14245 0.49776 -0.2198 -0.2833 -0.1617
C -4.37021 -2.41895 0.08330 0.0000 0.1681 0.0699
C -4.15884 -0.68248 1.85614 -0.0707 -0.2060 0.0564
C -1.33282 -1.37789 -0.70335 -1.5126 -1.6809 -0.2089
C -0.10417 -2.10170 -0.73144 -2.3683 -1.4208 -2.1393
C 0.35750 -2.66781 0.46311 -2.6255 -4.3839 0.6235
C 0.79605 -2.41715 -1.92392 -0.2115 -0.4628 -0.8707
C 0.56872 -3.87151 -2.36607 -0.0884 0.0968 0.0636
C 0.75005 -1.46876 -3.11957 -0.0543 -0.0589 0.3488
C -2.01725 -0.80333 -1.91542 -0.0085 -0.1328 -0.1708
C -2.60145 -1.66988 -2.83775 0.1017 -0.1736 0.1337
C -3.39517 -1.20779 -3.87662 0.0308 0.1184 0.1280
C -3.68315 0.14927 -3.97364 0.0366 -0.0807 -0.0200
C -3.09773 1.02983 -3.08155 -0.0764 -0.1476 0.0217
C -2.23243 0.56658 -2.08451 -0.1418 0.6105 -0.0754
P -1.24971 1.77439 -1.17815 0.9741 0.3101 0.6133
C -2.23694 2.85117 0.03362 0.0849 -0.1263 -0.3005
C -2.84240 4.08104 -0.64359 -0.0650 0.0019 0.1028
C -3.35102 1.97173 0.58910 0.2107 0.1098 -0.0507
C -1.31139 3.30005 1.16761 0.0084 0.0686 -0.0617
C -0.21628 2.80608 -2.37630 -0.3275 -0.1215 0.0564
C 0.70462 3.67504 -1.51351 -0.0448 -0.0172 0.0346
C -1.01139 3.68213 -3.35065 0.0025 0.0246 0.0183
C 0.58841 1.81338 -3.21346 -0.0247 0.2825 0.0520
H 1.10536 -2.30570 4.77692 -0.0634 -0.0063 0.0034
H -0.41160 -1.53644 4.29541 0.5200 -0.7665 0.0234
H 1.09681 -1.13966 3.44464 -0.0917 -1.7130 0.8832
H 1.24916 -3.54304 2.69545 0.0217 -0.0317 -0.0751
H -1.56049 -3.77038 3.89114 -0.0453 0.0073 0.0250
H -0.10053 -4.57621 4.46401 -0.0342 -0.0441 -0.0215
H -0.77488 -4.99790 2.88769 -0.0360 -0.0151 0.0209
H -2.18655 -2.02397 2.54111 -0.0585 -0.2904 -0.0553
H -3.84086 -0.38362 -0.24690 0.0207 -0.0445 0.0153
H -4.10913 -3.24794 0.74282 -0.0195 -0.0151 0.0089
H -4.14608 -2.70713 -0.94080 0.0304 -0.0404 -0.0380
H -5.44400 -2.24358 0.15660 -0.0306 -0.0579 -0.0155
H -4.32586 -1.53087 2.52057 -0.0267 -0.0524 0.0234
H -5.12125 -0.19051 1.71634 0.0282 0.0279 0.0716
H -3.48929 0.01630 2.36288 -0.4501 -0.1306 -0.0963
H 1.29905 -3.20301 0.44360 -2.1264 -3.0648 0.1312
H 1.81761 -2.36477 -1.53419 -0.7425 -0.5818 -0.9298
H -0.41414 -3.99628 -2.82104 -0.0163 -0.0005 -0.0333
H 0.64056 -4.55989 -1.52490 0.0180 -0.0400 -0.0033
H 1.31990 -4.15229 -3.10423 -0.0020 -0.0069 -0.0144
H -0.09679 -1.65727 -3.77324 -0.1024 0.0497 -0.0273
H 1.65704 -1.58806 -3.71284 0.0321 0.0094 0.0035
H 0.70651 -0.43533 -2.77416 -0.0070 -0.3582 -0.2759
H -2.43487 -2.73212 -2.71679 -0.0122 -0.0639 -0.0504
H -3.80767 -1.90743 -4.59124 -0.0378 -0.0029 0.0386
H -4.34660 0.51714 -4.74461 0.0032 -0.0090 0.0005
H -3.32870 2.08442 -3.14458 0.0856 0.0355 -0.0945
H -3.46150 3.82365 -1.50280 -0.0015 0.0257 -0.0290
H -2.08439 4.80401 -0.93760 -0.0381 -0.0122 -0.0222
H -3.49054 4.57352 0.08461 -0.0114 -0.0011 0.0138
H -4.06225 1.69552 -0.18959 -0.0171 -0.0448 0.0200
H -3.89980 2.51736 1.35922 0.0549 0.0539 0.0376
H -2.94407 1.06446 1.03853 0.0317 0.4318 -0.2422
H -0.54880 3.99702 0.82510 -0.0069 -0.0502 0.0497
H -0.82371 2.45500 1.64768 0.0639 -0.0552 0.0968
H -1.90855 3.81354 1.92414 -0.0369 -0.0059 -0.0116
H 0.16854 4.52305 -1.08752 0.0199 -0.0155 -0.0168
H 1.51093 4.06592 -2.13354 -0.0049 -0.0004 -0.0544
H 1.18216 3.10381 -0.71526 0.0188 0.0706 -0.0101
H -1.73329 4.33990 -2.87599 0.0389 -0.0414 -0.0565
H -1.51041 3.08528 -4.11172 -0.0523 -0.0189 -0.0181
H -0.28536 4.31629 -3.86363 -0.0160 0.0000 -0.0460
H 1.28427 1.25147 -2.59640 0.0570 0.1292 -0.0595
H 1.17787 2.36890 -3.94429 0.0389 0.0456 0.0167
H -0.06960 1.13792 -3.76134 0.0348 0.0185 -0.0194
C 1.75587 -3.49342 8.06484 -0.0480 0.0288 -0.0532
C 0.74524 -2.41003 7.81179 -0.0331 -0.0255 -0.0322
C 0.80128 -1.19557 8.48724 -0.0334 0.0215 -0.0035
C -0.12430 -0.19454 8.24028 0.0426 0.0891 -0.0382
C -1.13285 -0.38730 7.30433 0.0293 -0.1240 -0.1341
N -2.06849 0.66848 7.10512 0.1458 -0.0265 0.1521
C -2.77853 1.01844 6.00469 -0.0153 0.1302 -0.2952
O -3.76280 1.71686 6.01763 0.0170 -0.1220 0.1081
N -2.32469 0.51512 4.74817 -0.0777 -0.3481 0.1595
C -1.06749 0.55043 4.20327 0.4951 0.7547 0.0206
C 0.07413 1.04431 4.85560 -0.2243 0.0740 -0.0461
C 1.29186 1.03116 4.20401 0.0214 0.2479 -0.1493
C 1.37231 0.58456 2.89549 0.1323 1.0816 -0.1664
N 0.28203 0.15342 2.26072 -0.6833 1.3158 -1.3940
C -0.89368 0.10843 2.89234 0.0664 1.4244 -0.0668
C -1.21238 -1.60252 6.63204 -0.1265 0.0760 0.2306
C -0.27687 -2.59201 6.88413 -0.0417 -0.0087 0.2810
H 2.34737 -3.28109 8.95299 0.0162 -0.0255 -0.0028
H 2.43725 -3.58214 7.21620 0.0493 -0.0331 0.0169
H 1.26810 -4.45903 8.19747 0.0164 -0.0070 0.0177
H 1.58053 -1.02700 9.21986 -0.0177 -0.0041 0.0246
H -0.06724 0.74357 8.78069 0.0108 -0.0034 -0.0072
H -2.37099 1.14927 7.93962 -0.1070 0.0450 -0.0291
H -3.09245 0.44082 4.09875 -0.0221 0.1543 0.0807
H 0.00330 1.45302 5.85181 -0.0133 -0.0396 0.0562
H 2.17897 1.39594 4.70157 0.0184 -0.0149 0.0015
H 2.30281 0.57658 2.34256 0.0166 0.0199 0.0156
H -1.72851 -0.29600 2.32779 0.5727 1.0570 0.5743
H -2.01746 -1.78842 5.93546 -0.0608 -0.0062 0.0192
H -0.35525 -3.53726 6.35960 -0.0290 0.0423 0.0768
C 5.65936 1.03065 -2.32821 0.1302 0.2044 -0.0926
N 4.65843 0.22855 -1.62833 -0.1084 -0.2219 0.1567
C 4.85567 -1.07293 -1.32308 0.0192 0.0440 -0.0935
C 3.94031 -1.81557 -0.65421 -0.3294 -0.1221 0.1301
C 2.71614 -1.18000 -0.30776 2.2505 0.7563 -0.0881
O 1.74304 -1.75143 0.27362 7.5700 7.0380 2.4185
N 2.53332 0.11580 -0.62496 -1.0866 -0.2873 0.4877
C 3.48617 0.89169 -1.24269 0.0954 0.4911 -0.2449
O 3.33736 2.07520 -1.46358 0.0567 -0.3410 0.0293
H 6.54863 0.43295 -2.50414 -0.0381 -0.0791 0.0435
H 5.91334 1.90054 -1.72698 0.0055 -0.0233 0.0017
H 5.26044 1.37959 -3.27871 -0.0259 -0.0225 0.0229
H 5.79103 -1.50813 -1.64885 0.0616 0.1047 0.0199
H 4.10825 -2.84765 -0.39294 0.1013 -0.0196 -0.0467